Here is a structure of composition C5H5N3 at a distorted geometry from the OMol25 dataset. Energies are from ωB97M-V with the def2-TZVPD basis set.

CARTESIAN COORDINATES (ANGSTROEM)
1 C 2.161 -0.467 -0.059
2 C -0.035 -1.051 -0.083
3 C -2.151 -0.435 -0.061
4 C -1.508 0.856 -0.253
5 C -0.013 0.513 0.146
6 H 1.953 1.701 -0.300
7 H 3.248 -0.498 -0.047
8 H -3.378 -0.871 0.429
9 H -1.934 1.783 -0.406
10 H 0.017 0.721 1.120
11 N 1.558 0.801 -0.187
12 N 1.291 -1.623 -0.092
13 N -1.209 -1.431 -0.209

Computed properties:
* LUMO energy: 0.2 eV
* gap between HOMO and LUMO: 8.508 eV
* energy above the lowest of the compared OMol25 structures with the same formula, charge and spin: 102.7 kcal per mole
* max |F|: 5.258 eV/A
* E_HOMO: -8.31 eV

Atom charges from the natural (NBO) analysis, given in e for atoms 1 to 2: 0.291, 0.432